Arrangement one

# C4H13N3

An isolated molecule of C4H13N3 (ωB97M-V/def2-TZVPD, the OMol25 dataset).

Last column: Löwdin charge in e.
Atoms and positions in Å:
N1 1.820 -0.669 -2.262  -0.013
C1 0.407 -0.354 -2.065  -0.277
C2 0.283 0.659 -0.924  -0.282
N2 0.678 0.035 0.309  -0.077
C3 0.112 0.552 1.590  -0.233
C4 -1.394 0.474 1.630  -0.267
N3 -1.854 -0.956 1.793  -0.010
H1 2.439 -0.026 -1.794  0.051
H2 2.133 -1.608 -2.090  0.056
H3 -0.073 -1.252 -1.650  0.109
H4 -0.111 0.070 -2.944  0.104
H5 0.650 1.648 -1.249  0.117
H6 -0.794 0.914 -0.939  0.101
H7 1.669 -0.007 0.492  0.099
H8 0.450 1.593 1.834  0.120
H9 0.521 -0.183 2.308  0.116
H10 -1.802 0.969 0.753  0.089
H11 -1.696 0.891 2.584  0.095
H12 -1.044 -1.562 1.662  0.048
H13 -2.394 -1.188 0.959  0.052

* structure (SMILES): NCCNCCN
* orbital gap: 9.94 eV
* charge: 0
* spin multiplicity: 1
* highest occupied orbital energy: -8.893 eV


Arrangement two

# C4H13N3

An isolated molecule of C4H13N3 (ωB97M-V/def2-TZVPD, the OMol25 dataset).

Last column: Löwdin charge in e.
Atoms and positions in Å:
N1 -0.469 -0.891 -2.176  -0.023
C1 -0.571 -1.565 -0.894  -0.264
C2 0.507 -1.083 0.109  -0.171
C3 0.678 0.440 0.239  -0.391
N2 2.074 0.776 0.746  0.010
C4 -0.262 1.035 1.287  -0.251
N3 -1.628 1.189 0.755  0.004
H1 0.258 -0.481 -2.725  0.061
H2 -1.333 -0.727 -2.664  0.055
H3 -0.426 -2.639 -1.097  0.101
H4 -1.495 -1.349 -0.361  0.097
H5 0.163 -1.545 1.033  0.096
H6 1.530 -1.529 0.207  0.113
H7 0.463 1.050 -0.651  0.124
H8 2.204 1.750 0.469  0.059
H9 2.777 0.379 0.119  0.057
H10 -0.393 0.294 2.072  0.108
H11 0.129 1.960 1.664  0.097
H12 -2.338 0.793 1.347  0.058
H13 -1.867 2.142 0.521  0.060

* structure (SMILES): NCC[C@H](N)CN
* orbital gap: 9.48 eV
* charge: 0
* spin multiplicity: 1
* highest occupied orbital energy: -8.332 eV


Energies relative to the minimum, kcal/mol: arrangement one 0.0; arrangement two 4.4